Here is one molecule with the formula C7H12N2O from the OMol25 dataset. Energies are from the ωB97M-V functional and the def2-TZVPD basis.

The geometry in XYZ format:
```
22
Properties=species:S:1:pos:R:3:forces:R:3
C -0.0589 1.3468 -0.2953 -0.182 -0.694 0.838
C -0.3227 -2.4897 0.1469 2.319 -0.928 0.732
C -0.9397 0.0591 -0.0731 -1.895 2.005 -0.966
C -0.1767 -1.1224 -0.1938 3.677 -0.380 -0.444
C -0.7524 2.6356 -0.5259 -1.643 0.641 -0.839
C -1.6003 -0.0203 1.3407 1.193 -3.086 -1.651
C 2.7795 -0.4653 -0.5752 -1.708 2.179 -0.188
N 1.1766 1.2342 -0.0458 0.485 -0.140 -0.957
N 1.6811 0.0561 0.2910 -1.570 -2.049 -0.031
O -0.0489 -2.0972 -1.2081 -0.036 1.475 0.255
H 0.4800 -3.0435 0.6609 -0.064 0.473 -0.308
H -1.2211 -2.9899 0.2692 -2.077 -0.487 0.247
H -1.6978 0.1266 -0.9069 0.377 -0.182 0.890
H -1.7856 2.4553 -0.9685 1.407 0.089 -0.091
H -0.2206 3.4419 -1.0815 -0.166 -0.991 0.238
H -1.0631 3.0823 0.3995 0.189 0.291 0.892
H -2.3388 -0.8356 1.3108 0.162 0.151 -0.020
H -2.1051 0.7917 1.6689 -1.240 2.921 0.882
H -0.8330 -0.3452 2.0374 0.084 0.304 0.241
H 2.8940 -1.4668 -0.3180 0.021 -1.867 0.306
H 2.4233 -0.3654 -1.6282 0.955 -0.041 0.477
H 3.7302 0.0119 -0.3049 -0.288 0.318 -0.504
```
Forces are in eV/Å.

Summary:
- LUMO (alpha / beta): 0.8 / 0.8 eV
- HOMO level (alpha / beta): -7.721 / -7.724 eV
- Energy above the lowest of the compared OMol25 structures with the same formula, charge and spin: 531.7 kJ/mol
- 2S+1: 1

These are the natural (NBO) partial charges, in e, on atoms 1 to 4: number 1, C, carries 0.2258; number 2, C, carries -0.1420; number 3, C, carries -0.3799; number 4, C, carries 0.3879

Here is C7H12N2O as an isolated structure from the OMol25 dataset. Energies are from the ωB97M-V functional and the def2-TZVPD basis.

The geometry in XYZ format:
```
22
Properties=species:S:1:pos:R:3:forces:R:3
C -0.4212 0.9959 -0.4684 1.469 0.368 1.307
C 0.0392 -0.1077 0.1188 3.949 1.377 0.562
C -1.8552 1.2499 -0.6730 -2.172 -1.713 0.706
C -0.7320 -1.2325 0.6908 -1.690 0.063 -1.219
C -2.6829 0.1908 0.1671 0.019 1.750 0.042
C -2.1561 -1.1441 -0.0911 2.682 -3.763 1.919
C 4.0371 0.0136 0.2379 -0.420 6.475 -0.727
N 1.8283 -0.0253 0.6733 -5.564 -0.754 -0.399
N 2.6118 0.1423 -0.2575 2.462 -0.968 1.902
O 2.5286 0.3380 -1.4481 -1.034 0.275 -1.898
H 0.2321 1.8650 -0.6410 -0.005 -0.780 -0.172
H -2.2167 2.2213 -0.3467 0.447 0.349 -0.389
H -2.0482 1.0507 -1.7208 -0.460 0.481 -0.382
H -0.3228 -2.2326 0.7398 0.477 -0.043 -0.604
H -0.9729 -0.9809 1.6794 -0.085 0.310 1.762
H -2.5609 0.4694 1.2782 -0.303 -0.546 -1.545
H -3.7430 0.0748 -0.0508 -0.230 1.125 -0.144
H -1.7901 -1.5138 -1.0483 -0.871 0.906 -0.818
H -2.8491 -1.9613 0.2642 0.755 0.802 -0.036
H 4.3994 1.1812 0.0556 -0.490 -2.960 0.077
H 4.1439 -0.0173 1.2849 -0.167 -1.157 1.034
H 4.5304 -0.5771 -0.4443 1.231 -1.596 -0.979
```
Forces are in eV/Å.

Summary:
- LUMO: 1.0 eV
- HOMO level: -9.147 eV
- Energy above the lowest of the compared OMol25 structures with the same formula, charge and spin: 581.7 kJ/mol
- 2S+1: 1

These are the natural (NBO) partial charges, in e, on atoms 1 to 4: number 1, C, carries -0.2460; number 2, C, carries 0.1922; number 3, C, carries -0.4329; number 4, C, carries -0.4784

Here is an isolated ion of composition C7H12N2O2 and charge -2 from the OMol25 dataset. Energies are from the ωB97M-V functional and the def2-TZVPD basis.

The geometry in XYZ format:
```
23
Properties=species:S:1:pos:R:3:forces:R:3
C -1.5981 0.1467 0.0414 -0.026 0.741 -0.736
C -0.5257 0.5022 -0.9465 0.110 -2.458 0.073
C -1.0150 -0.1481 1.3445 1.561 -1.327 2.495
C 0.2282 -0.7412 -1.5426 0.390 0.599 1.423
C -0.4691 0.9806 2.1507 -1.478 -1.074 -0.723
C 1.2613 -1.2277 -0.5468 0.041 -2.143 -0.033
C 2.3537 -0.3019 -0.1293 -1.553 1.265 -0.667
N 0.7611 0.9512 2.4547 1.256 1.153 0.718
N 1.4228 -2.4069 -0.0133 0.940 -0.349 -0.191
O 1.2665 1.8989 3.2260 -0.136 -0.157 0.058
O 0.8524 -3.5423 -0.3734 -0.938 0.855 -0.356
H -2.2827 1.0183 0.2389 -0.086 -0.912 -0.680
H -2.0260 -0.8112 -0.2425 -1.037 0.271 -0.566
H -0.8981 0.9587 -1.8081 -0.722 1.534 -1.214
H 0.2370 1.0251 -0.4262 0.306 1.255 0.134
H -1.8144 -0.6391 1.8903 -0.345 -0.232 0.702
H -0.1719 -0.8660 1.3658 -0.618 0.038 -0.701
H -0.4453 -1.5516 -1.8559 0.303 0.272 -0.230
H 0.7805 -0.2121 -2.3146 0.140 -0.647 -1.039
H -1.2824 1.5550 2.5609 0.123 1.374 0.668
H 1.9364 0.7207 -0.1984 1.036 -0.142 0.337
H 3.2624 -0.4077 -0.6843 0.628 0.067 -1.094
H 2.6361 -0.5394 0.8508 0.104 0.016 1.622
```
Forces are in eV/Å.

Summary:
- SMILES string: C/C(CCCC/C=N/[O-])=N/[O-]
- LUMO: 6.4 eV
- HOMO level: 0.947 eV
- Energy above the lowest of the compared OMol25 structures with the same formula, charge and spin: 165.2 kJ/mol
- 2S+1: 1
- Charge: -2

These are the natural (NBO) partial charges, in e, on atoms 1 to 4: number 1, C, carries -0.4022; number 2, C, carries -0.4024; number 3, C, carries -0.4525; number 4, C, carries -0.4573

Here is one molecule with the formula C7H12N2O2 from the OMol25 dataset. Energies are from the ωB97M-V functional and the def2-TZVPD basis.

The geometry in XYZ format:
```
23
Properties=species:S:1:pos:R:3:forces:R:3
C -0.7350 -2.1483 0.6239 -2.976 -3.318 1.830
C 0.5907 -1.5544 0.7528 3.254 -0.728 0.719
C -0.0905 1.9634 -0.4632 -1.822 1.367 -1.497
C -1.5921 -1.0441 0.1061 -1.229 0.996 0.035
C -0.9571 0.9532 -1.3093 0.609 1.030 -0.629
C 0.6138 -0.4076 -0.2092 0.438 1.743 -3.091
C 0.7090 1.0159 0.4101 -0.417 0.865 1.850
N -0.6994 -0.3662 -0.8555 -1.098 -1.724 1.915
N 2.1464 1.4556 0.4110 -1.066 -0.379 -1.676
O 2.7477 1.2902 1.4010 1.694 -0.483 3.614
O 2.6610 1.8308 -0.6132 -0.172 0.413 -1.165
H -0.8311 -2.9906 -0.1407 0.611 0.938 1.087
H -1.1788 -2.5984 1.6779 1.171 1.083 -2.668
H 0.8022 -1.1969 1.7675 -0.252 0.103 -0.111
H 1.4170 -2.2893 0.5876 -0.611 0.561 -0.124
H 0.5849 2.4320 -1.2568 -0.768 -0.240 1.616
H -0.8294 2.8046 -0.0097 2.227 -2.070 -0.487
H -2.3964 -1.4909 -0.4414 -0.820 0.039 -0.292
H -2.0658 -0.4340 0.9401 0.768 -0.132 -0.813
H -1.9833 1.2688 -1.4391 -0.457 -0.433 0.491
H -0.5635 0.9673 -2.3136 0.199 0.305 -0.579
H 1.2928 -0.4421 -1.1460 -0.121 -0.133 1.942
H 0.3569 0.9810 1.5196 0.837 0.198 -1.968
```
Forces are in eV/Å.

Summary:
- SMILES string: O=[N+]([O-])[C@H]1CCN2CCC[C@H]12
- LUMO: 0.8 eV
- HOMO level: -8.897 eV
- Energy above the lowest of the compared OMol25 structures with the same formula, charge and spin: 497.3 kJ/mol
- 2S+1: 1

These are the natural (NBO) partial charges, in e, on atoms 1 to 4: number 1, C, carries -0.3945; number 2, C, carries -0.4480; number 3, C, carries -0.4713; number 4, C, carries -0.2360

Here is one molecule with the formula C7H12N2O2S from the OMol25 dataset. Energies are from the ωB97M-V functional and the def2-TZVPD basis.

The geometry in XYZ format:
```
24
Properties=species:S:1:pos:R:3:forces:R:3
C 0.6593 2.1071 -0.3501 -3.195 -2.919 0.812
C 0.7556 0.8003 2.0877 0.286 1.649 -1.733
C -1.1142 -0.5659 1.0604 1.053 2.106 -1.709
C -2.5308 -0.2417 1.3057 -1.636 0.760 2.413
C 0.2697 -2.0575 -1.0554 -1.699 -1.533 -1.036
C 1.1513 -0.0629 -2.4382 -0.151 0.405 0.736
C 0.6044 -0.5721 -1.1032 4.174 0.435 0.693
N 0.9804 1.8389 0.9060 1.785 1.467 0.336
N -0.2541 0.0037 2.1070 -2.761 -1.426 -0.483
O 0.7951 2.8830 -1.2230 0.482 0.118 0.484
O 1.5396 0.9413 2.9481 2.263 0.876 1.924
S -0.6960 0.4309 -0.4448 -0.471 -0.257 -1.013
H -2.8200 0.6958 1.7689 0.849 1.163 0.451
H -3.0864 -0.8568 2.0098 0.421 -1.097 0.022
H -3.1825 -0.1506 0.4984 -0.586 -0.675 -2.104
H 0.9008 -2.6885 -1.7636 -0.575 1.050 0.794
H 0.3169 -2.5272 -0.0428 -0.023 0.697 -0.880
H -0.8625 -2.1969 -1.4166 2.400 0.254 0.736
H 2.1675 -0.2814 -2.6557 1.090 -0.674 0.497
H 1.0969 0.9752 -2.6572 -0.435 1.070 0.395
H 0.6344 -0.5173 -3.1764 -1.898 -1.482 -2.758
H 1.5880 -0.2946 -0.5275 -1.943 -1.123 0.234
H 1.7324 2.5021 1.1410 -0.113 -0.613 0.939
H -0.6458 -0.1648 3.0216 0.683 -0.251 0.249
```
Forces are in eV/Å.

Summary:
- LUMO (alpha / beta): 0.4 / 0.4 eV
- HOMO level (alpha / beta): -7.196 / -7.195 eV
- Energy above the lowest of the compared OMol25 structures with the same formula, charge and spin: 558.5 kJ/mol
- 2S+1: 1

These are the natural (NBO) partial charges, in e, on atoms 1 to 4: number 1, C, carries 0.7430; number 2, C, carries 0.8151; number 3, C, carries -0.2322; number 4, C, carries -0.7057